C27H64BN2O5Sn | ωB97M-V/def2-TZVPD

ORCA input file:
```
! RIJCOSX wB97M-V def2-TZVPD def2/J DEFGRID3
* xyz 1 1
Sn -0.33 1.76 1.29
B -0.79 0.23 -0.28
H 0.26 0.16 -0.07
H -1.06 -0.47 -1.07
H -1.31 -0.03 0.63
H -1.01 1.24 -0.57
C 1.74 -2.26 -4.53
C 0.90 -1.94 -3.24
N 1.76 -1.26 -2.25
C 1.32 -1.50 -0.85
C 1.68 -2.94 -0.35
C 1.82 0.22 -2.50
C 3.06 0.87 -1.87
H 2.55 -2.93 -4.24
H 2.11 -1.35 -5.00
H 1.11 -2.82 -5.22
H -0.01 -1.38 -3.45
H 0.52 -2.91 -2.92
H 1.88 -0.83 -0.19
H 0.26 -1.27 -0.76
H 1.63 -2.92 0.74
H 0.98 -3.70 -0.69
H 2.73 -3.18 -0.51
H 0.93 0.70 -2.08
H 1.78 0.50 -3.55
H 3.95 0.43 -2.31
H 3.16 0.69 -0.80
H 3.11 1.96 -1.98
C 1.80 2.16 3.74
C 2.43 1.32 2.63
N 1.44 0.45 1.96
C 0.95 -0.63 2.89
C 0.05 -1.67 2.24
C 1.96 -0.08 0.71
C 3.12 -1.05 0.86
H 1.52 1.54 4.59
H 0.96 2.69 3.28
H 2.61 2.83 4.03
H 2.89 1.96 1.88
H 3.21 0.68 3.05
H 1.74 -1.24 3.34
H 0.43 -0.18 3.73
H -0.30 -2.46 2.90
H -0.90 -1.30 1.85
H 0.64 -2.25 1.53
H 2.27 0.75 0.07
H 1.23 -0.54 0.04
H 4.00 -0.64 1.35
H 3.46 -1.46 -0.09
H 2.85 -1.96 1.40
C -4.36 3.00 1.05
C -3.11 2.17 0.76
O -2.29 2.02 1.66
C -3.02 1.57 -0.65
H -4.40 3.33 2.09
H -5.34 2.65 0.75
H -4.19 3.82 0.35
H -3.99 1.26 -1.03
H -2.37 0.70 -0.63
H -2.58 2.32 -1.30
C -2.60 -0.87 -2.22
C -1.93 0.06 -3.20
O -2.43 0.36 -4.29
C -0.53 0.56 -2.85
H -2.65 -0.32 -1.28
H -2.01 -1.78 -2.11
H -3.63 -1.06 -2.53
H -0.67 1.39 -2.16
H 0.07 0.84 -3.72
H -0.01 -0.16 -2.22
C -2.83 -0.38 2.36
C -1.73 0.10 3.32
O -0.83 0.79 2.90
C -1.77 -0.40 4.73
H -3.83 -0.17 2.73
H -2.74 -1.43 2.10
H -2.66 0.16 1.42
H -2.76 -0.59 5.12
H -1.29 0.34 5.38
H -1.12 -1.28 4.80
C 0.69 2.64 -2.01
C 1.62 2.62 -0.82
O 1.44 1.81 0.08
C 2.82 3.59 -0.85
H 0.46 3.68 -2.25
H -0.23 2.13 -1.72
H 1.11 2.08 -2.85
H 3.36 3.71 -1.79
H 3.60 3.21 -0.19
H 2.55 4.58 -0.49
C -0.50 -2.46 -0.27
C -1.58 -2.49 0.80
O -1.28 -2.87 1.92
C -2.99 -2.07 0.37
H -0.81 -1.71 -1.00
H -0.40 -3.46 -0.70
H 0.47 -2.10 0.10
H -3.30 -2.73 -0.44
H -2.98 -1.00 0.16
H -3.60 -2.16 1.27
*
```

The calculation puts the total energy at -48715.1398 eV. As for the lowest unoccupied orbital energy: -2.8 eV. The calculation puts the HOMO-LUMO gap at 7.01 eV. As for the HOMO energy: -9.79 eV.